[1]
{"formula": "C29H22Cl3N3O4PPd", "method": "ωB97M-V/def2-TZVPD", "relative_energy_ev": 0.000, "charge": -1, "e_homo_ev": -2.591, "elements": ["Pd", "O", "C", "O", "C", "C", "C", "C", "C", "C", "N", "C", "C", "C", "C", "C", "C", "N", "H", "H", "H", "H", "H", "H", "H", "H", "H", "H", "O", "C", "O", "C", "P", "C", "C", "C", "C", "C", "C", "C", "C", "C", "C", "C", "C", "H", "H", "H", "H", "H", "H", "H", "H", "H", "H", "H", "H", "Cl", "C", "Cl", "Cl", "C", "N"], "coordinates": [[1.617164, 0.092728, -0.960865], [-2.243553, 0.746374, 6.050316], [-2.516141, 0.764534, 4.711850], [-3.657296, 0.947826, 4.364036], [-1.379687, 0.565485, 3.801859], [-0.145884, 0.021391, 4.186330], [0.889798, -0.139445, 3.295435], [0.755653, 0.252340, 1.930525], [-0.505644, 0.793348, 1.556188], [-1.528519, 0.934681, 2.457779], [1.753580, 0.145825, 1.043102], [3.107310, 0.159924, 1.463427], [4.063648, 0.293990, 0.515169], [5.476186, 0.483415, 0.754928], [6.309738, 0.728086, -0.280458], [5.809122, 0.772274, -1.621363], [4.475528, 0.557636, -1.818301], [3.618043, 0.316339, -0.811646], [-1.293222, 0.666242, 6.181605], [0.011084, -0.330161, 5.203197], [1.806729, -0.598761, 3.636411], [-0.617952, 1.167992, 0.550523], [-2.474109, 1.366579, 2.150505], [3.350726, 0.211769, 2.514164], [5.834156, 0.458281, 1.776904], [7.364991, 0.901239, -0.097569], [6.460727, 0.973714, -2.459404], [4.038399, 0.569439, -2.809146], [0.768214, -0.140887, -5.011267], [0.805671, -0.346207, -3.808248], [1.748396, 0.031228, -3.008619], [-0.304653, -1.189321, -3.162391], [-0.461680, -0.765570, -1.383313], [-0.858038, -2.393769, -0.670660], [-1.911178, -3.160267, -1.171125], [-2.093105, -4.460960, -0.732025], [-1.234342, -5.000665, 0.220922], [-0.206042, -4.233029, 0.743602], [-0.011622, -2.931803, 0.293085], [-2.068904, 0.100971, -1.351219], [-2.300944, 1.094713, -2.304067], [-3.497084, 1.799987, -2.301919], [-4.466303, 1.520456, -1.349313], [-4.229353, 0.551024, -0.384409], [-3.030759, -0.148768, -0.375896], [0.026522, -2.225793, -3.238826], [-1.240673, -1.080538, -3.705129], [-2.580062, -2.738801, -1.913247], [-2.897142, -5.060984, -1.140038], [-1.370606, -6.022751, 0.551587], [0.455026, -4.647296, 1.494309], [0.805033, -2.325027, 0.670046], [-1.542541, 1.311386, -3.051193], [-3.663784, 2.570421, -3.044106], [-5.401877, 2.066330, -1.352485], [-4.975072, 0.341090, 0.371981], [-2.839557, -0.886999, 0.392272], [-1.283509, 4.522786, -2.903446], [-0.654787, 4.240928, -1.310506], [-1.861882, 4.011532, -0.089601], [0.218374, 5.882241, -0.840102], [0.425334, 3.280871, -1.255944], [1.352373, 2.610374, -1.164196]], "forces_ev_per_a": [[-0.001, -0.852, -0.306], [-0.085, -0.059, 0.101], [0.117, -0.066, -0.141], [-0.047, 0.072, 0.022], [-0.106, -0.004, 0.121], [0.060, 0.051, -0.094], [-0.052, 0.102, 0.211], [0.145, -0.062, -0.098], [-0.088, -0.039, 0.122], [0.038, -0.060, -0.051], [0.026, 0.126, -0.020], [-0.022, -0.197, 0.172], [-0.234, 0.067, -0.142], [0.048, -0.014, -0.083], [-0.082, -0.023, -0.070], [0.170, 0.039, 0.000], [-0.028, -0.033, 0.138], [0.201, 0.117, 0.097], [0.041, 0.037, -0.047], [0.014, -0.033, -0.016], [0.011, 0.007, -0.047], [-0.012, 0.023, -0.027], [0.017, 0.002, -0.018], [-0.079, -0.014, 0.011], [-0.004, -0.005, -0.006], [-0.012, -0.025, 0.013], [-0.018, -0.026, -0.005], [-0.064, 0.004, 0.017], [0.044, 0.071, 0.083], [0.057, -0.088, -0.004], [-0.110, 0.150, -0.119], [0.191, 0.292, 0.037], [-0.211, -0.349, -0.077], [0.141, 0.039, 0.209], [0.032, -0.017, 0.030], [0.007, 0.001, -0.008], [-0.024, 0.039, 0.002], [-0.002, 0.007, -0.019], [-0.016, 0.050, -0.005], [0.120, 0.208, 0.009], [-0.043, -0.057, 0.062], [0.071, -0.062, -0.064], [-0.005, 0.017, -0.007], [0.010, -0.001, 0.029], [-0.021, 0.011, -0.088], [-0.020, -0.043, 0.075], [-0.011, -0.048, -0.038], [0.005, -0.022, -0.007], [-0.008, 0.012, 0.019], [-0.016, 0.007, 0.021], [0.005, 0.013, -0.015], [0.004, -0.022, 0.030], [-0.053, 0.011, -0.023], [-0.029, -0.017, 0.007], [0.013, -0.007, 0.010], [0.014, 0.017, 0.016], [-0.027, -0.006, 0.000], [-0.224, -0.376, -0.364], [1.051, 2.172, 0.720], [-0.328, -0.460, 0.060], [-0.423, -0.957, -0.261], [-0.084, -0.165, -0.043], [-0.063, 0.447, -0.135]], "mulliken_charge": [-0.1828, -0.5174, 0.6617, -0.6213, 0.5852, -1.0255, -0.9826, -0.5034, 0.6229, -0.4684, 0.5551, -0.8668, 0.5323, -1.2153, 0.0096, -1.0182, -0.3039, -0.0941, 0.2803, 0.1975, 0.3701, 0.2308, 0.4713, 0.2740, 0.3392, 0.3792, 0.3768, 0.4796, -0.7240, 0.2730, -0.4985, -0.6417, 1.9397, 0.0473, -0.2252, -0.7698, -0.4515, -0.7177, -0.4150, 0.0845, -0.4653, -0.7131, -0.5103, -0.7399, -0.3078, 0.4796, 0.4121, 0.4075, 0.3943, 0.3696, 0.4237, 0.4057, 0.5544, 0.4274, 0.3752, 0.4294, 0.5148, -0.0704, 0.7242, -0.0360, -0.1654, -0.2661, -0.1105]}

[2]
{"formula": "C29H22Cl3N4O2PdSTe", "method": "ωB97M-V/def2-TZVPD", "relative_energy_ev": 2.000, "charge": -1, "e_homo_ev": [-2.662, -2.604], "elements": ["Pd", "C", "O", "C", "N", "C", "C", "C", "C", "C", "C", "C", "C", "C", "C", "C", "C", "N", "C", "N", "C", "C", "O", "C", "C", "C", "C", "C", "C", "H", "H", "H", "H", "H", "H", "H", "H", "H", "H", "H", "H", "H", "H", "H", "H", "H", "H", "H", "Te", "C", "C", "C", "C", "S", "H", "H", "H", "Cl", "C", "Cl", "Cl", "C", "N"], "coordinates": [[-0.452495, -0.880328, -0.076629], [-1.436793, 0.099258, -4.731314], [-0.375716, -0.841959, -4.532885], [-0.372541, -1.123186, -3.199438], [-1.229481, -0.539355, -2.466563], [-1.924719, 0.445432, -3.295654], [-1.597328, 1.899530, -2.966439], [-2.123706, 2.893594, -3.789153], [-1.799753, 4.226203, -3.589411], [-0.930119, 4.580617, -2.568852], [-0.413295, 3.599248, -1.738667], [-0.753273, 2.265451, -1.926129], [0.587792, -2.099461, -2.687674], [0.946303, -3.206908, -3.441437], [1.789523, -4.152809, -2.884524], [2.212660, -3.974665, -1.576589], [1.799882, -2.846503, -0.886013], [1.035299, -1.879615, -1.434683], [2.105851, -2.671837, 0.536183], [1.272697, -2.176462, 1.350932], [1.927347, -2.050307, 2.648421], [3.254521, -2.839905, 2.439003], [3.309258, -3.086019, 1.025290], [2.198942, -0.606957, 3.060684], [1.956080, 0.471738, 2.219973], [2.276439, 1.760633, 2.623375], [2.834578, 1.988624, 3.870928], [3.059522, 0.919060, 4.723996], [2.747127, -0.369449, 4.317847], [-2.214954, -0.367699, -5.338781], [-1.029856, 0.962916, -5.254868], [-2.999702, 0.283725, -3.186606], [-2.794201, 2.624669, -4.599703], [-2.224668, 4.988634, -4.231216], [-0.671711, 5.621142, -2.412988], [0.255466, 3.872320, -0.932218], [-0.377774, 1.514077, -1.237809], [0.551117, -3.314101, -4.442390], [2.088134, -5.026213, -3.448553], [2.841709, -4.701948, -1.081974], [1.294869, -2.518528, 3.405070], [3.255845, -3.801917, 2.956758], [4.133091, -2.267677, 2.732470], [1.486051, 0.312104, 1.256917], [2.082185, 2.590809, 1.955320], [3.086428, 2.995125, 4.181917], [3.472306, 1.087009, 5.711555], [2.920439, -1.203259, 4.991388], [-1.969901, -0.113052, 1.840562], [-1.850655, 1.920307, 2.398769], [-2.136905, 3.052140, 1.689376], [-2.109595, 4.246329, 2.463180], [-1.812966, 4.017248, 3.770209], [-1.552656, 2.336727, 4.051219], [-2.381082, 3.025872, 0.638422], [-2.311844, 5.231722, 2.062737], [-1.745154, 4.716548, 4.589428], [-3.289475, -3.904401, 2.674041], [-3.472104, -3.618424, 0.969536], [-4.946549, -2.811577, 0.539216], [-3.776358, -5.531264, 0.229773], [-2.330571, -3.138966, 0.328065], [-1.373564, -2.884056, -0.293400]], "forces_ev_per_a": [[0.156, -0.150, -0.213], [-0.302, 0.030, 0.012], [0.363, -0.228, -0.037], [-0.468, 0.372, 0.110], [0.186, 0.280, -0.108], [0.169, 0.103, -0.218], [0.025, -0.219, 0.120], [-0.027, 0.037, 0.016], [-0.063, -0.030, -0.074], [0.012, 0.082, 0.070], [-0.020, 0.055, -0.014], [0.022, -0.069, 0.073], [0.291, -0.272, -0.059], [-0.015, 0.141, -0.017], [0.025, -0.098, -0.010], [0.019, 0.068, -0.015], [0.109, -0.068, -0.212], [-0.152, 0.019, -0.042], [-0.189, 0.142, 0.475], [0.067, 0.122, 0.056], [0.359, 0.085, -0.072], [-0.198, -0.063, 0.303], [0.204, -0.017, -0.369], [-0.129, -0.104, -0.110], [0.014, -0.032, -0.045], [0.044, 0.013, 0.001], [0.003, 0.067, -0.013], [0.043, -0.082, 0.077], [-0.042, -0.018, 0.007], [0.051, -0.059, -0.016], [-0.029, -0.030, -0.006], [0.013, 0.072, -0.044], [-0.009, -0.011, 0.011], [0.003, -0.015, -0.009], [0.011, -0.016, -0.002], [-0.034, -0.035, 0.047], [-0.011, -0.098, -0.067], [0.028, 0.001, -0.008], [-0.019, -0.018, 0.015], [0.015, 0.019, 0.015], [0.038, 0.020, 0.024], [0.002, -0.013, -0.047], [0.003, -0.009, -0.059], [-0.028, -0.080, -0.015], [-0.050, -0.008, 0.018], [-0.039, -0.001, 0.010], [0.013, -0.002, -0.009], [0.004, 0.006, 0.016], [-0.304, 0.280, 0.396], [-0.141, -0.110, 0.316], [0.076, 0.066, -0.088], [0.023, 0.093, -0.005], [0.075, -0.215, 0.277], [-0.015, 0.148, -0.287], [-0.017, -0.024, -0.092], [-0.009, -0.008, -0.008], [0.018, 0.091, -0.093], [0.080, 0.192, 0.158], [-0.719, -1.553, -0.188], [-0.060, 0.274, 0.019], [0.183, 0.774, 0.250], [0.865, 0.357, -0.505], [-0.522, -0.252, 0.287]], "mulliken_charge": [-0.3200, -0.5771, -0.4595, 0.0856, 0.0639, -0.2132, 0.1130, -0.3079, -0.6824, -0.4655, -0.6976, -0.0566, 0.4805, -0.6853, -0.6566, -0.6932, 0.3140, 0.1122, 0.1494, 0.0923, -0.2281, -0.5201, -0.4661, 0.1259, 0.2036, -0.6508, -0.4718, -0.6404, -0.3716, 0.2854, 0.4147, 0.4496, 0.4047, 0.3594, 0.3929, 0.4477, 0.4488, 0.4425, 0.4015, 0.4409, 0.4542, 0.3054, 0.3496, 0.2890, 0.3802, 0.3867, 0.3554, 0.3830, -0.0857, -0.1386, -0.3393, -0.6844, -0.4227, -0.1620, 0.5017, 0.3512, 0.3621, -0.0565, 0.4920, -0.0590, -0.2984, -0.1448, -0.2839]}

[3]
{"formula": "C29H22Cl3N4O2PdSTe", "method": "ωB97M-V/def2-TZVPD", "relative_energy_ev": 0.707, "charge": -1, "e_homo_ev": -2.754, "elements": ["Pd", "C", "O", "C", "N", "C", "C", "C", "C", "C", "C", "C", "C", "C", "C", "C", "C", "N", "C", "N", "C", "C", "O", "C", "C", "C", "C", "C", "C", "H", "H", "H", "H", "H", "H", "H", "H", "H", "H", "H", "H", "H", "H", "H", "H", "H", "H", "H", "Te", "C", "C", "C", "C", "S", "H", "H", "H", "Cl", "C", "Cl", "Cl", "C", "N"], "coordinates": [[0.214183, -0.266415, 0.842713], [0.243117, 4.663749, 0.544072], [-0.065149, 4.054581, -0.723085], [-0.243875, 2.729220, -0.449931], [-0.230552, 2.357504, 0.753739], [0.068970, 3.518648, 1.584853], [1.305700, 3.323990, 2.439085], [2.187943, 2.275423, 2.210039], [3.311346, 2.118258, 3.010880], [3.570726, 3.018024, 4.033954], [2.696745, 4.073459, 4.261134], [1.565959, 4.219739, 3.472208], [-0.407825, 1.809813, -1.579190], [-0.551938, 2.289883, -2.873224], [-0.702600, 1.391176, -3.913404], [-0.690082, 0.040043, -3.614638], [-0.521561, -0.356553, -2.294910], [-0.389327, 0.500268, -1.268066], [-0.442960, -1.783112, -1.954925], [-0.040453, -2.223913, -0.845428], [-0.136120, -3.678028, -0.873566], [-0.636390, -3.975540, -2.319736], [-0.808811, -2.678386, -2.919416], [-1.080858, -4.231525, 0.169631], [-2.082909, -3.445048, 0.724459], [-2.955338, -3.983899, 1.660124], [-2.832589, -5.309865, 2.047137], [-1.840510, -6.101495, 1.486753], [-0.968125, -5.562647, 0.553119], [-0.430390, 5.504999, 0.704206], [1.271581, 5.024508, 0.513362], [-0.784580, 3.707181, 2.241195], [1.989441, 1.552386, 1.430138], [3.964540, 1.271881, 2.839642], [4.443128, 2.891827, 4.663886], [2.883240, 4.771673, 5.068394], [0.868968, 5.028254, 3.671898], [-0.538546, 3.357646, -3.042466], [-0.817549, 1.733180, -4.933034], [-0.794890, -0.713661, -4.381870], [0.861679, -4.085454, -0.699890], [-1.598174, -4.487067, -2.320026], [0.076701, -4.547580, -2.913331], [-2.164768, -2.406167, 0.428838], [-3.717446, -3.357242, 2.106267], [-3.496572, -5.719901, 2.798089], [-1.729251, -7.134390, 1.793278], [-0.177363, -6.173543, 0.130993], [-1.096640, -0.534228, 2.950462], [-0.700525, 0.808155, 4.529721], [0.302027, 0.765913, 5.450867], [0.203142, 1.795469, 6.429914], [-0.871685, 2.605419, 6.242001], [-1.786840, 2.103525, 4.877872], [1.087282, 0.022608, 5.426766], [0.916139, 1.924700, 7.233168], [-1.167260, 3.480162, 6.800091], [-0.385529, -2.367920, 4.282928], [2.953543, -3.143329, 2.302782], [3.171062, -4.644789, 1.435492], [3.827862, -3.030301, 3.813411], [2.633145, -2.011578, 1.633222], [2.359478, -1.028014, 1.045644]], "forces_ev_per_a": [[-0.244, -0.249, 0.583], [0.017, 0.021, 0.208], [0.014, -0.041, -0.209], [-0.005, 0.073, 0.351], [0.174, 0.142, 0.141], [0.118, 0.190, -0.199], [-0.113, -0.118, 0.062], [0.013, 0.024, -0.020], [-0.006, 0.015, 0.034], [0.008, -0.001, 0.017], [-0.024, 0.025, 0.024], [-0.026, -0.001, 0.008], [-0.055, -0.285, -0.137], [0.003, 0.153, 0.005], [0.004, -0.065, 0.029], [-0.027, -0.011, -0.052], [-0.022, 0.153, 0.059], [0.095, 0.139, -0.325], [0.116, -0.243, 0.144], [-0.258, 0.040, 0.056], [-0.048, -0.096, -0.231], [0.078, -0.132, 0.150], [-0.035, 0.136, -0.104], [0.097, 0.125, 0.062], [-0.043, -0.045, -0.056], [0.015, 0.031, 0.016], [-0.021, -0.011, 0.024], [0.027, -0.014, -0.012], [0.021, 0.006, 0.001], [-0.039, -0.029, -0.052], [0.001, -0.003, -0.033], [0.007, 0.002, 0.033], [-0.038, -0.078, -0.013], [-0.005, 0.003, -0.022], [-0.010, -0.006, -0.008], [0.005, -0.003, -0.003], [-0.003, -0.015, 0.015], [-0.021, -0.011, 0.013], [-0.004, 0.008, 0.000], [0.008, -0.005, 0.010], [-0.007, -0.049, 0.032], [-0.023, 0.020, -0.027], [0.030, 0.072, -0.022], [0.029, 0.040, 0.053], [0.010, 0.011, 0.000], [-0.001, -0.002, -0.018], [-0.005, 0.010, 0.001], [0.022, 0.010, 0.052], [-0.124, 0.069, -0.468], [-0.126, 0.144, -0.036], [0.108, 0.065, -0.038], [0.091, -0.025, 0.025], [-0.092, 0.068, -0.154], [0.122, -0.069, 0.001], [-0.026, -0.001, -0.005], [-0.013, 0.015, -0.019], [0.036, -0.045, 0.041], [0.072, -0.249, 0.169], [-0.067, -0.079, 0.224], [-0.006, -0.015, -0.103], [-0.042, 0.004, -0.048], [0.238, 0.127, -0.225], [0.000, 0.054, -0.001]], "mulliken_charge": [-0.1077, -0.5218, -0.4696, -0.1506, -0.2126, -0.1181, 0.1895, -0.0704, -0.7418, -0.4052, -0.6315, -0.3028, 0.6038, -0.5804, -0.4832, -0.7446, 0.5792, 0.1634, -0.1100, 0.0059, 0.0997, -0.5124, -0.4647, -0.0147, -0.3744, -0.6394, -0.3948, -0.5771, -0.4458, 0.3038, 0.3533, 0.4330, 0.3832, 0.4337, 0.3996, 0.3672, 0.3816, 0.4650, 0.4059, 0.4729, 0.4069, 0.3324, 0.2870, 0.5841, 0.3659, 0.3739, 0.3693, 0.3816, 0.4698, 0.1756, -0.3617, -0.6205, -0.5123, -0.1791, 0.4788, 0.3845, 0.3899, -0.4451, 0.0971, -0.3072, -0.2952, 0.2816, -0.6246]}